{"formula": "C46H69F21NO13S", "method": "ωB97M-V with the def2-TZVPD basis set", "elements": ["C", "C", "C", "C", "C", "C", "C", "C", "C", "C", "S", "C", "N", "C", "C", "C", "F", "C", "F", "F", "C", "C", "C", "C", "C", "C", "O", "C", "H", "H", "H", "H", "H", "H", "H", "H", "H", "H", "H", "H", "H", "H", "H", "H", "H", "H", "H", "H", "H", "H", "H", "H", "H", "H", "H", "H", "H", "H", "H", "H", "H", "H", "H", "H", "H", "H", "H", "C", "C", "O", "C", "O", "C", "F", "F", "F", "H", "H", "H", "H", "H", "C", "C", "O", "C", "O", "C", "F", "F", "F", "H", "H", "H", "H", "H", "C", "C", "O", "C", "O", "C", "F", "F", "F", "H", "H", "H", "H", "H", "C", "C", "O", "C", "O", "C", "F", "F", "F", "H", "H", "H", "H", "H", "C", "C", "O", "C", "O", "C", "F", "F", "F", "H", "H", "H", "H", "H", "C", "C", "O", "C", "O", "C", "F", "F", "F", "H", "H", "H", "H", "H"], "coordinates": [[4.764, -2.014, -0.667], [5.687, -2.457, -1.820], [5.017, -2.440, -3.194], [3.875, -3.450, -3.322], [2.854, -3.122, -4.419], [1.476, -3.758, -4.168], [0.338, -2.766, -3.876], [0.526, -2.081, -2.529], [0.570, -0.530, -2.420], [-0.550, 0.276, -3.118], [2.175, 0.277, -2.836], [0.552, -0.422, -0.932], [0.030, -1.450, -0.367], [-0.014, -1.576, 1.099], [-1.374, -1.175, 1.658], [-1.486, -1.566, 3.099], [-2.710, -1.822, 3.617], [-0.416, -1.775, 3.912], [-0.088, -2.923, 4.468], [0.475, -0.856, 4.227], [-0.450, -2.443, -1.365], [-1.915, -2.181, -1.808], [-0.330, -3.926, -1.012], [-1.092, -4.447, 0.236], [-2.320, -5.336, -0.043], [-3.571, -4.826, 0.662], [-3.758, -3.440, 0.400], [-4.876, -2.888, 1.083], [3.737, -1.848, -0.997], [5.123, -1.083, -0.226], [4.774, -2.739, 0.148], [6.514, -1.745, -1.867], [6.157, -3.419, -1.607], [4.714, -1.418, -3.430], [5.787, -2.699, -3.926], [4.325, -4.421, -3.537], [3.388, -3.556, -2.346], [3.239, -3.579, -5.334], [2.806, -2.051, -4.623], [1.183, -4.450, -4.956], [1.581, -4.362, -3.260], [-0.615, -3.293, -3.944], [0.345, -2.008, -4.665], [1.495, -2.386, -2.116], [-0.206, 1.261, -3.416], [-1.376, 0.455, -2.424], [-0.973, -0.269, -3.958], [2.108, 0.214, -4.171], [0.955, 0.397, -0.343], [0.221, -2.609, 1.346], [0.800, -0.975, 1.502], [-2.191, -1.688, 1.142], [-1.482, -0.097, 1.490], [-2.438, -1.492, -1.144], [-2.498, -3.096, -1.800], [-1.966, -1.770, -2.810], [0.716, -4.230, -0.921], [-0.719, -4.460, -1.879], [-0.376, -5.052, 0.796], [-1.413, -3.662, 0.911], [-2.550, -5.353, -1.111], [-2.186, -6.358, 0.308], [-4.448, -5.374, 0.301], [-3.515, -4.983, 1.746], [-5.637, -2.589, 0.362], [-4.560, -1.995, 1.631], [-5.294, -3.579, 1.815], [2.493, 3.159, 3.713], [3.615, 4.073, 3.275], [4.312, 3.538, 2.124], [3.738, 3.744, 0.954], [2.709, 4.311, 0.739], [4.619, 3.162, -0.170], [5.056, 1.934, 0.133], [5.688, 3.935, -0.384], [3.930, 3.084, -1.304], [2.874, 2.154, 3.903], [2.034, 3.539, 4.624], [1.724, 3.087, 2.943], [4.371, 4.156, 4.051], [3.253, 5.075, 3.051], [6.198, -3.948, -10.206], [6.904, -5.192, -9.716], [6.962, -5.228, -8.271], [5.877, -5.654, -7.654], [4.850, -6.012, -8.148], [6.126, -5.673, -6.133], [6.717, -4.548, -5.716], [6.914, -6.699, -5.802], [4.975, -5.802, -5.473], [6.674, -3.055, -9.799], [6.236, -3.901, -11.293], [5.154, -3.941, -9.895], [7.941, -5.202, -10.042], [6.428, -6.099, -10.086], [-3.196, 1.320, 2.850], [-3.766, 2.240, 3.905], [-2.931, 3.403, 4.072], [-3.093, 4.369, 3.179], [-3.851, 4.373, 2.257], [-2.158, 5.547, 3.519], [-0.927, 5.110, 3.819], [-2.631, 6.214, 4.573], [-2.067, 6.380, 2.493], [-2.165, 1.060, 3.095], [-3.787, 0.407, 2.786], [-3.193, 1.803, 1.872], [-3.786, 1.747, 4.873], [-4.786, 2.538, 3.667], [-5.159, -1.332, 8.524], [-5.362, -2.016, 7.191], [-6.650, -1.691, 6.625], [-6.738, -0.536, 5.995], [-5.870, 0.272, 5.834], [-8.159, -0.360, 5.422], [-9.091, -0.687, 6.314], [-8.316, -1.146, 4.348], [-8.351, 0.900, 5.049], [-5.973, -1.578, 9.206], [-4.218, -1.653, 8.970], [-5.136, -0.249, 8.411], [-5.368, -3.097, 7.309], [-4.575, -1.761, 6.481], [8.015, 4.286, -2.587], [6.838, 5.078, -3.115], [7.277, 6.302, -3.735], [7.719, 6.193, -4.979], [7.787, 5.196, -5.632], [8.109, 7.586, -5.514], [8.824, 8.266, -4.616], [7.003, 8.288, -5.789], [8.824, 7.473, -6.625], [8.609, 4.897, -1.907], [7.667, 3.402, -2.054], [8.666, 3.966, -3.400], [6.183, 5.382, -2.304], [6.246, 4.496, -3.821], [-9.873, 3.515, 4.826], [-10.417, 4.497, 5.839], [-9.494, 5.583, 6.060], [-9.515, 6.555, 5.161], [-10.213, 6.629, 4.196], [-8.504, 7.648, 5.561], [-7.336, 7.115, 5.935], [-8.985, 8.358, 6.587], [-8.282, 8.472, 4.546], [-8.891, 3.164, 5.133], [-10.541, 2.660, 4.729], [-9.766, 3.983, 3.848], [-10.540, 4.023, 6.810], [-11.387, 4.891, 5.538]], "lowdin_charge": [-0.103, -0.242, -0.220, -0.208, -0.184, -0.174, -0.133, -0.236, -0.667, -0.055, 0.869, 0.003, 0.061, -0.086, -0.093, -0.217, 0.070, -0.291, 0.170, 0.167, -0.338, 0.031, -0.096, -0.157, -0.147, -0.227, -0.233, -0.078, 0.030, 0.060, 0.069, 0.104, 0.109, 0.089, 0.104, 0.105, 0.089, 0.108, 0.082, 0.117, 0.100, 0.120, 0.121, 0.121, 0.074, 0.088, 0.088, -0.092, 0.165, 0.130, 0.143, 0.109, 0.109, 0.093, 0.084, 0.076, 0.125, 0.123, 0.119, 0.077, 0.112, 0.120, 0.131, 0.129, 0.095, 0.067, 0.093, -0.059, -0.180, 0.040, -0.410, 0.172, -0.545, 0.160, 0.168, 0.154, 0.080, 0.086, 0.071, 0.129, 0.129, -0.058, -0.186, 0.038, -0.409, 0.171, -0.545, 0.163, 0.179, 0.157, 0.084, 0.085, 0.077, 0.127, 0.127, -0.062, -0.178, 0.038, -0.400, 0.176, -0.555, 0.156, 0.180, 0.183, 0.069, 0.076, 0.085, 0.119, 0.132, -0.054, -0.189, 0.043, -0.400, 0.158, -0.548, 0.181, 0.169, 0.162, 0.087, 0.085, 0.079, 0.127, 0.118, -0.057, -0.199, 0.038, -0.402, 0.171, -0.556, 0.172, 0.170, 0.180, 0.089, 0.071, 0.080, 0.110, 0.126, -0.063, -0.188, 0.034, -0.404, 0.174, -0.555, 0.164, 0.172, 0.178, 0.066, 0.084, 0.082, 0.126, 0.127], "e_lumo_ev": -3.835, "homo_energy_ev": -11.699, "spin_multiplicity": 1, "gap_ev": 7.9, "energy_ev": -144824.04300, "total_charge": 1, "max_force_ev_per_a": 2.0}